# 1
Below is a molecular structure, C3HCuLiO4 at a distorted geometry, with properties calculated with ωB97M-V/def2-TZVPD.

The expectation value of S² is 2.014. The charge is +3. Its multiplicity is 3. As for the LUMO energy (spin up / spin down): -14.49 / -17.65 eV. As for the largest force on an atom: 6.27 eV/A. As for the highest occupied orbital energy (spin up / spin down): -23.799 / -24.032 eV. The total energy comes out at -56123.4749 eV.

Cartesian coordinates (Å):
Li (4.116986, -2.207962, -2.151658)
H (-2.533162, 0.963921, 1.406847)
C (0.163438, -0.346367, -0.314137)
O (-1.966999, 0.723717, 0.548929)
O (0.274333, 0.692807, 0.511971)
C (1.325982, -0.906959, -0.758155)
Cu (-1.833715, -0.873387, -0.711567)
C (-0.850832, 1.398515, 0.850748)
O (-0.889852, 2.001971, 1.882947)
O (2.193821, -1.446255, -1.265926)

Atomic forces in eV per Å
Li 0.70 -0.29 -0.29
H 0.31 -0.65 -2.11
C -1.07 0.96 0.70
O -2.70 -0.58 -0.21
O 1.33 -0.61 -2.27
C 0.76 -0.66 -0.78
Cu 0.46 0.65 0.52
C -0.10 -0.32 6.26
O 1.08 0.95 -2.50
O -0.78 0.55 0.69

=====

# 2
Below is 5 unconnected molecules or ions with the total composition C5H20O5 at a distorted geometry, with properties calculated with ωB97M-V/def2-TZVPD.

The charge is 0. Its SMILES is CO.CO.CO.CO.CO. As for the LUMO energy: 0.27 eV. As for the largest force on an atom: 2.09 eV/A. The energy relative to the best compared isomer or geometry (same formula, charge and spin) comes out at 46.2 kcal per mole. As for the highest occupied orbital energy: -9.779 eV. The total energy comes out at -15744.3195 eV.

Cartesian coordinates (Å):
O (-0.593550, -0.381622, -0.168047)
H (1.037730, -2.216172, -3.585717)
O (0.676680, 1.975078, -0.268837)
H (-3.724210, -1.974022, -2.006427)
H (-0.848440, -1.982092, 1.014003)
H (2.508040, 0.182268, 3.619543)
C (0.446980, -1.800762, -2.769297)
O (-3.353120, -1.028072, -0.135567)
H (-1.153530, -0.422212, 1.834153)
C (-0.071950, 2.826478, 0.554413)
H (2.469620, 0.334298, 1.796203)
H (0.853880, -1.439252, -0.945697)
C (-0.508590, -0.953422, 1.134183)
H (2.637330, 1.760118, 2.845983)
H (-0.170220, 0.476248, -0.087707)
C (-3.664460, -0.978072, -1.567547)
H (-2.912210, -0.380892, -2.082907)
H (0.242610, -0.738112, -2.900117)
O (4.295690, 0.475098, 2.618573)
H (0.541190, -0.930562, 1.426663)
H (-1.121010, 2.848768, 0.259323)
H (-2.394600, -0.993452, -0.094937)
C (2.879080, 0.702898, 2.736723)
H (-0.429260, -2.413952, -2.558777)
H (0.289030, 3.843728, 0.402743)
O (1.283490, -1.893892, -1.673937)
H (4.631860, 0.759468, 1.765503)
H (0.833550, 2.409128, -1.110617)
H (-4.678710, -0.587472, -1.650177)
H (-0.002890, 2.520468, 1.598293)

Atomic forces in eV per Å
O -0.29 -0.42 0.16
H -0.45 0.15 -0.36
O 0.56 -0.67 -0.10
H 0.35 -0.19 0.05
H 0.09 -0.03 0.39
H 0.13 -0.19 -0.25
C 0.22 -0.08 0.01
O -0.53 -0.16 -1.37
H 0.07 -0.06 0.18
C -0.53 1.16 -0.14
H -0.75 -0.06 0.28
H -0.19 0.13 0.08
C 0.17 -0.31 -0.43
H 0.05 0.16 -0.01
H 0.23 0.63 -0.61
C -0.14 -0.25 1.44
H -0.24 0.10 -0.14
H -0.61 -0.08 -0.69
O -0.13 0.04 0.91
H -0.10 -0.19 0.50
H -0.21 -0.23 0.07
H 0.09 0.19 -0.08
C 1.03 -0.02 -0.91
H -0.47 0.22 -0.61
H 0.06 0.15 0.55
O 1.50 -0.38 1.40
H -0.33 0.10 -0.04
H -0.02 -0.11 -0.07
H 0.22 0.42 -0.08
H 0.21 -0.01 -0.15